Record 1
The following is a quantum chemistry calculation of a 15-piece molecular cluster, C20H72N31O16 overall in a non-equilibrium geometry, from OMol25.

```
! wB97M-V def2-TZVPD RIJCOSX def2/J DEFGRID3
* xyz 1 1
C -5.6106 -3.6470 4.9201
O -5.9673 -3.2826 3.5944
C -6.2363 -4.4064 2.7614
C -5.0350 -5.3449 2.5495
C -4.1779 -4.8672 1.3589
C -3.2044 -3.8231 1.8803
N -2.5276 -3.0689 0.7452
C -2.2417 -1.8011 1.1507
N -1.3738 -1.6003 2.1372
N -2.7624 -0.6903 0.5880
O -4.0342 -0.8856 0.0427
H -6.1349 -2.9755 5.6047
H -4.5399 -3.4804 5.1106
H -5.8069 -4.6973 5.1497
H -7.1174 -4.9676 3.0981
H -6.4962 -4.0006 1.7796
H -5.4073 -6.3569 2.3815
H -4.3664 -5.3981 3.4158
H -4.8028 -4.5093 0.5373
H -3.6009 -5.7217 0.9873
H -3.7702 -3.0864 2.4654
H -2.4792 -4.2491 2.5745
H -3.2247 -3.0304 0.0048
H -0.5487 -2.1806 2.1896
H -1.5626 -0.9049 2.8464
H -2.8804 -0.0284 1.3692
H -3.9203 -0.8475 -0.9244
C -9.4394 -0.7947 1.8465
O -10.2967 -0.2416 1.1858
N -8.1241 -0.8209 1.4737
N -9.7149 -1.4399 3.0210
H -7.4041 -1.2726 2.0083
H -7.8803 -0.3587 0.6174
H -10.6699 -1.4435 3.3282
H -9.0197 -1.9016 3.5769
C -2.9941 2.8460 1.9433
O -2.9786 1.8788 2.7231
N -3.2203 2.6901 0.6231
N -2.7853 4.1105 2.3458
H -3.2395 3.4535 -0.0323
H -3.3807 1.7592 0.2903
H -2.6141 4.2622 3.3223
H -2.7909 4.9092 1.7259
C -1.9192 5.2526 -2.2338
O -2.9884 5.0990 -1.6433
N -1.6196 4.6012 -3.3890
N -0.9514 6.0827 -1.7632
H -0.7431 4.7024 -3.8694
H -2.3167 3.9858 -3.7628
H -1.1433 6.5725 -0.9049
H -0.0687 6.2136 -2.2226
C 1.9866 3.1729 -2.8635
O 1.1792 3.9688 -3.3553
N 1.6038 2.1074 -2.1080
N 3.3281 3.2837 -3.0337
H 2.2643 1.4443 -1.7003
H 0.6186 1.9836 -1.9612
H 3.6648 4.0514 -3.5847
H 3.9805 2.6329 -2.6310
C -6.0144 -6.4424 -1.6796
O -6.4311 -6.1746 -0.5626
N -6.2284 -5.6217 -2.7511
N -5.3086 -7.5749 -1.9456
H -5.8997 -5.8202 -3.6771
H -6.7510 -4.7804 -2.5885
H -5.1334 -8.2030 -1.1812
H -4.9586 -7.8171 -2.8542
C -5.9393 -11.4341 -2.2937
O -4.8888 -10.8236 -2.4113
N -5.9927 -12.7957 -2.2749
N -7.1426 -10.8004 -2.1715
H -6.8427 -13.3179 -2.1796
H -5.1238 -13.2898 -2.3629
H -7.1364 -9.7963 -2.1815
H -8.0167 -11.2810 -2.0738
C -1.6868 7.6959 2.6679
O -1.8820 6.9019 1.7550
N -1.0993 8.9103 2.4553
N -2.0369 7.4325 3.9518
H -0.9283 9.5782 3.1823
H -0.8313 9.1340 1.5151
H -2.4859 6.5532 4.1345
H -1.8866 8.0696 4.7102
C -5.5538 5.5618 4.1562
O -4.4719 6.0987 3.9628
N -5.6866 4.2143 4.3164
N -6.7117 6.2741 4.2209
H -6.5659 3.7591 4.4720
H -4.8527 3.6564 4.2664
H -6.6459 7.2685 4.1029
H -7.6112 5.8598 4.3747
C -2.9557 -0.4605 -4.0162
O -3.4067 -0.0736 -2.9440
N -3.1062 0.2587 -5.1565
N -2.2715 -1.6318 -4.1482
H -2.7477 -0.0297 -6.0472
H -3.6065 1.1268 -5.0901
H -2.1395 -2.1859 -3.3233
H -1.8954 -1.9595 -5.0179
C 5.1793 0.6097 -0.5733
O 4.0655 0.7967 -1.1015
N 5.3212 -0.0685 0.6002
N 6.3214 1.0618 -1.1254
H 6.2109 -0.2253 1.0343
H 4.4917 -0.4268 1.0504
H 6.2573 1.5620 -1.9918
H 7.2325 0.9276 -0.7278
C 1.3866 1.4171 2.0169
O 2.3569 0.7625 2.3833
N 0.2100 1.4350 2.6997
N 1.3829 2.1832 0.8979
H -0.5923 1.9647 2.4052
H 0.1541 0.8940 3.5423
H 2.2195 2.2109 0.3447
H 0.5902 2.7215 0.5998
C 9.8935 1.8489 -1.5459
O 8.7137 1.6683 -1.8517
N 10.8645 0.9517 -1.8114
N 10.3062 2.9836 -0.9121
H 11.8317 1.0821 -1.5774
H 10.5975 0.1100 -2.2859
H 9.6101 3.6742 -0.7020
H 11.2613 3.1568 -0.6583
C 14.0553 -0.7562 -3.0707
O 12.9964 -0.1862 -2.8826
N 15.1519 -0.0854 -3.5361
N 14.2349 -2.0869 -2.8350
H 16.0412 -0.5158 -3.7097
H 15.0302 0.8973 -3.7178
H 13.4454 -2.6025 -2.4921
H 15.1016 -2.5671 -2.9860
C 15.5685 3.1152 -1.6546
O 14.4176 2.9017 -1.9986
N 16.5860 2.2531 -1.9500
N 15.9301 4.2265 -0.9510
H 17.5397 2.4023 -1.6802
H 16.3422 1.4258 -2.4684
H 15.2043 4.8794 -0.7203
H 16.8695 4.4194 -0.6598
*
```

Results
- orbital gap (eV) = 8.5
- strongest force on any atom (eV/A) = 1.543

Record 2
The following is a quantum chemistry calculation of a 10-piece molecular cluster, C28H53Cl18INO7P overall in a non-equilibrium geometry, from OMol25.

```
! wB97M-V def2-TZVPD RIJCOSX def2/J DEFGRID3
* xyz 0 1
C 2.0024 -3.8147 0.5728
C 2.5324 -3.8711 -0.8610
O 3.0520 -4.8720 -1.2027
N 2.3965 -2.8205 -1.8124
C 2.4840 -1.4472 -1.2749
C 1.1711 -0.6778 -1.5766
C 0.0772 -0.7596 -0.4665
C -1.3749 -0.9706 -1.0063
C -1.9980 -2.2822 -0.5031
I -1.1363 -3.8654 -1.7284
O -1.8952 -2.5507 0.8896
C -3.0447 -2.0233 1.4288
O -3.1251 -1.2880 2.3000
O -4.0740 -2.5438 0.6775
C -3.5648 -2.4778 -0.6665
C -4.3226 -1.2871 -1.3236
P -5.9768 -1.8555 -1.8902
O -6.1567 -1.6153 -3.3126
O -7.1537 -1.0950 -1.0860
O -6.1261 -3.4605 -1.6492
H 2.7950 -4.2211 1.2131
H 1.8018 -2.8089 0.9526
H 1.1244 -4.4463 0.7296
H 1.5913 -2.9457 -2.4097
H 3.2873 -0.9456 -1.8593
H 2.8016 -1.3992 -0.2301
H 0.7102 -0.9846 -2.5262
H 1.4093 0.3827 -1.6991
H 0.2702 -1.5101 0.3050
H 0.0698 0.2094 0.0463
H -1.4162 -1.0003 -2.0988
H -2.0178 -0.1446 -0.6632
H -3.6733 -3.3754 -1.2700
H -4.4958 -0.4855 -0.5927
H -3.7325 -0.8576 -2.1364
H -7.7624 -1.7331 -0.6567
H -6.0085 -3.6211 -0.6932
Cl 2.1060 4.0050 -2.2351
C 3.7386 3.6388 -1.6130
C 4.4876 2.6890 -2.5143
Cl 3.7709 1.0541 -2.4976
H 3.6331 3.2371 -0.6075
H 4.2721 4.5857 -1.5485
H 5.5154 2.5891 -2.1723
H 4.5037 3.0405 -3.5433
Cl -9.3264 -3.3094 -1.4819
C -9.6743 -2.1293 -2.7789
C -10.9027 -2.5064 -3.5721
Cl -10.6328 -3.9776 -4.5484
H -8.7912 -2.0589 -3.4129
H -9.8244 -1.1665 -2.2969
H -11.1518 -1.7038 -4.2656
H -11.7582 -2.6829 -2.9375
Cl -2.3449 -4.4154 7.0392
C -2.5432 -2.9697 6.0159
C -1.5732 -2.9494 4.8613
Cl 0.1099 -2.7123 5.3978
H -2.4283 -2.0918 6.6480
H -3.5647 -2.9883 5.6366
H -1.8125 -2.1226 4.1952
H -1.6169 -3.8740 4.2885
Cl 3.9780 0.8556 -8.7941
C 4.6146 -0.2226 -7.5258
C 4.4630 0.3680 -6.1462
Cl 5.5182 1.7837 -5.9005
H 5.6563 -0.4349 -7.7565
H 4.0523 -1.1534 -7.5899
H 4.7442 -0.3704 -5.3962
H 3.4375 0.6757 -5.9539
Cl 6.3835 3.8560 0.1369
C 8.0174 3.4772 0.7503
C 8.7594 2.5293 -0.1570
Cl 8.0436 0.8955 -0.1501
H 7.9140 3.0726 1.7506
H 8.5558 4.4210 0.8178
H 9.7898 2.4278 0.1841
H 8.7729 2.8878 -1.1842
Cl -12.4244 -0.7587 -1.6340
C -12.8000 -1.6408 -0.1290
C -12.2113 -0.9633 1.0822
Cl -10.4359 -1.0588 1.0922
H -12.4314 -2.6600 -0.2348
H -13.8854 -1.6754 -0.0446
H -12.5639 -1.4550 1.9880
H -12.4951 0.0860 1.1300
Cl -8.2428 2.0220 2.3435
C -6.6235 1.4703 2.8420
C -6.0699 0.4166 1.9160
Cl -6.9663 -1.1178 2.0326
H -6.6924 1.1055 3.8647
H -5.9738 2.3448 2.8324
H -5.0361 0.2006 2.1789
H -6.0984 0.7441 0.8776
Cl 10.1083 3.4810 3.0992
C 10.3855 1.7395 3.3740
C 11.8518 1.3893 3.3598
Cl 12.5641 1.5648 1.7363
H 9.8352 1.1870 2.6132
H 9.9562 1.5008 4.3462
H 11.9830 0.3492 3.6552
H 12.4177 2.0148 4.0467
Cl 9.3338 7.3159 1.7170
C 9.4987 7.9548 3.3739
C 9.2808 6.8880 4.4174
Cl 7.5889 6.3343 4.4683
H 8.7951 8.7763 3.4895
H 10.5088 8.3534 3.4603
H 9.5153 7.2842 5.4048
H 9.9140 6.0219 4.2382
*
```

Results
- orbital gap (eV) = 9.0
- strongest force on any atom (eV/A) = 4.882
- SMILES string = CC(=O)NCCCC[C@@]1(I)OC(=O)O[C@H]1CP(=O)(O)O.ClCCCl.ClCCCl.ClCCCl.ClCCCl.ClCCCl.ClCCCl.ClCCCl.ClCCCl.ClCCCl

Record 3
The following is a quantum chemistry calculation of C2H4N2OS as an isolated structure in a non-equilibrium geometry, from OMol25.

```
! wB97M-V def2-TZVPD RIJCOSX def2/J DEFGRID3
* xyz 0 1
C -0.4576 -0.2365 -0.2381
C 0.4219 1.8207 0.5536
H 0.2116 -3.8080 -0.2255
H -1.3286 -0.1061 0.3280
H 1.2586 0.7964 -0.9278
H 1.5483 2.5139 0.9687
N -0.1075 -1.3522 -0.7690
N 0.2530 0.8177 -0.5660
O -0.7785 2.2183 0.9816
S -1.0211 -2.6641 -0.1055
*
```

Results
- orbital gap (eV) = 8.5
- strongest force on any atom (eV/A) = 9.398

Record 4
The following is a quantum chemistry calculation of a single C3H5ClS molecule in a non-equilibrium geometry, from OMol25.

```
! wB97M-V def2-TZVPD RIJCOSX def2/J DEFGRID3
* xyz 0 1
C -1.9040 0.4177 0.1021
C 0.8692 -0.0417 -0.1922
C 1.9853 -0.7446 0.0375
H -1.6272 1.3425 -0.2064
H -2.2437 0.3933 1.1320
H -2.8153 0.2909 -0.4985
H 0.7465 1.0228 -0.5282
H 2.0835 -1.7993 0.2582
S -0.6524 -0.8469 -0.0987
Cl 3.5580 -0.0348 -0.0059
*
```

Results
- orbital gap (eV) = 9.1
- strongest force on any atom (eV/A) = 3.314
- SMILES string = CS/C=C/Cl